No. 1
Here is a cluster of 3 separate species, C21H46FNO9S in total in a non-equilibrium geometry from the Open Molecules 2025 dataset. Energies are from the ωB97M-V functional and the def2-TZVPD basis.

```
! wB97M-V def2-TZVPD RIJCOSX def2/J DEFGRID3
* xyz 0 1
C -3.8547 7.6145 4.7211
C -3.5157 6.1030 4.0909
F -3.5032 6.1675 2.5813
C -4.5811 4.9739 4.6187
C -4.3005 4.4830 6.1931
O -2.8753 4.1221 6.2454
C -2.5110 3.4502 7.5021
S -3.0605 4.3558 9.0616
C -0.8390 3.4607 7.5489
N -0.3540 4.2407 6.3448
C 0.2551 3.3580 5.2779
C -0.6581 3.2619 3.8884
C 0.2242 2.3885 2.7679
O 0.8317 1.2215 3.0809
O 0.3875 2.8990 1.3660
H -3.4950 7.7177 5.8370
H -3.2625 8.3740 4.0159
H -5.0203 7.7424 4.5918
H -2.3907 5.8951 4.3926
H -5.6569 5.4908 4.6348
H -4.5455 4.0586 3.8840
H -5.0001 3.5509 6.3989
H -4.5914 5.4204 6.8541
H -2.8572 2.3268 7.5420
H -2.6437 5.6875 8.8452
H -0.5019 4.0208 8.5473
H -0.4120 2.3713 7.6360
H 0.2671 5.0437 6.6060
H 0.4226 2.2525 5.6241
H 1.2656 3.8947 4.9375
H -0.8435 4.3052 3.3863
H -1.6988 2.7410 4.0542
H -0.4979 3.2550 1.0582
C -2.2036 0.3253 0.4480
O -1.3307 0.0650 -0.6395
C 0.0151 -0.1516 -0.2116
C 0.7966 -0.9220 -1.2785
O 0.5317 -2.3313 -1.2597
C -0.7449 -2.7313 -1.7762
C -0.8314 -2.6319 -3.3014
O -1.0630 -1.2791 -3.7001
C -0.6668 -1.0374 -5.0403
H -1.8928 1.2287 0.9833
H -3.2114 0.4739 0.0519
H -2.2255 -0.5300 1.1307
H 0.0317 -0.7119 0.7302
H 0.4741 0.8310 -0.0578
H 1.8635 -0.8255 -1.0499
H 0.6488 -0.5049 -2.2763
H -1.5564 -2.1934 -1.2828
H -0.8514 -3.7864 -1.5004
H -1.6736 -3.2297 -3.6618
H 0.0998 -3.0077 -3.7460
H 0.4055 -1.2218 -5.1592
H -0.8612 0.0133 -5.2714
H -1.2391 -1.6667 -5.7292
C 4.2499 -5.6912 -8.7465
O 3.5980 -5.4587 -7.5083
C 2.9733 -6.6375 -6.9974
C 2.7506 -6.5119 -5.4882
O 3.9353 -6.7713 -4.7228
C 4.9332 -5.7419 -4.7530
C 4.5479 -4.5102 -3.9297
O 3.6369 -3.6869 -4.6613
C 2.8781 -2.8392 -3.8145
H 3.5312 -6.0217 -9.5038
H 4.7091 -4.7550 -9.0744
H 5.0412 -6.4377 -8.6250
H 3.5917 -7.5185 -7.2039
H 2.0078 -6.7446 -7.5036
H 2.0369 -7.2865 -5.1875
H 2.3070 -5.5520 -5.2177
H 5.2020 -5.4827 -5.7786
H 5.8236 -6.1880 -4.2960
H 5.4398 -3.9113 -3.7240
H 4.0966 -4.8306 -2.9811
H 2.2769 -3.4345 -3.1202
H 2.1993 -2.2506 -4.4374
H 3.5355 -2.1604 -3.2621
*
```

For the HOMO-LUMO gap, the calculation gives 9.409 eV. For the maximum force, the calculation gives 9.03 eV/A.

No. 2
Here is a structure of composition Br3Hf in a non-equilibrium geometry from the Open Molecules 2025 dataset. Energies are from the ωB97M-V functional and the def2-TZVPD basis.

```
! wB97M-V def2-TZVPD RIJCOSX def2/J DEFGRID3
* xyz 1 1
Hf 26.4324 -28.1376 -10.1875
Br 24.6202 -27.0664 -10.8724
Br 26.8488 -29.1899 -12.0665
Br 25.0286 -29.8203 -9.7796
*
```

For the HOMO-LUMO gap, the calculation gives 8.615 eV. For the maximum force, the calculation gives 6.79 eV/A. The calculation puts the energy relative to the best compared isomer or geometry (same formula, charge and spin) at 0.00 kJ/mol.

No. 3
Here is a cluster of 2 separate species, C3H4ClI in total in a non-equilibrium geometry from the Open Molecules 2025 dataset. Energies are from the ωB97M-V functional and the def2-TZVPD basis.

```
! wB97M-V def2-TZVPD RIJCOSX def2/J DEFGRID3
* xyz 0 1
C -1.6165 -1.6906 1.4948
C -0.5798 -1.0074 1.8836
C 0.7469 0.4214 -0.3256
Cl -2.8760 -2.2456 2.5832
I 0.3434 -0.6752 3.6739
H -1.6777 -1.8113 0.4102
H 1.1663 1.0683 0.4621
H -0.1515 0.8775 -0.8381
H 1.1995 -0.5884 -0.6304
*
```

For the HOMO-LUMO gap (spin up / spin down), the calculation gives 8.932 / 7.727 eV. For the maximum force, the calculation gives 2.20 eV/A. The calculation puts the energy relative to the best compared isomer or geometry (same formula, charge and spin) at 395.28 kJ/mol.

No. 4
Here is the molecule C11H13N3 in a non-equilibrium geometry from the Open Molecules 2025 dataset. Energies are from the ωB97M-V functional and the def2-TZVPD basis.

```
! wB97M-V def2-TZVPD RIJCOSX def2/J DEFGRID3
* xyz 0 1
C -2.7237 0.9951 1.3239
C -2.7923 0.8577 -1.0703
C -1.9430 -1.9616 -0.4261
C -0.5328 1.0888 0.1126
C -2.0644 0.9176 0.1127
C -1.1123 -1.2122 0.4063
C -0.0173 -0.3242 -0.2332
C -0.0742 2.2389 -0.7708
C -1.1584 -1.5256 1.8509
C 1.3657 -0.6028 0.3597
C 0.0317 -0.5923 -1.7390
N -3.1498 0.8792 2.3921
N -3.3992 0.8250 -2.0473
N -2.6571 -2.5755 -1.0895
H -0.2479 1.3163 1.1492
H -0.5642 3.1555 -0.4472
H -0.3254 2.0719 -1.8153
H 1.0003 2.3749 -0.6791
H -1.2902 -2.5978 2.0009
H -2.0208 -1.0406 2.3378
H -0.2620 -1.1928 2.3670
H 1.5910 -1.6672 0.3186
H 1.4366 -0.2726 1.3935
H 2.1197 -0.0734 -0.2192
H 0.8023 0.0140 -2.2068
H -0.9198 -0.3762 -2.2192
H 0.2677 -1.6391 -1.9203
*
```

For the HOMO-LUMO gap (spin up / spin down), the calculation gives 7.806 / 6.913 eV. For the maximum force, the calculation gives 1.90 eV/A. The calculation puts the energy relative to the best compared isomer or geometry (same formula, charge and spin) at 272.77 kJ/mol.

No. 5
Here is a cluster of 2 separate species, C6H8IO2 in total in a non-equilibrium geometry from the Open Molecules 2025 dataset. Energies are from the ωB97M-V functional and the def2-TZVPD basis.

```
! wB97M-V def2-TZVPD RIJCOSX def2/J DEFGRID3
* xyz -1 1
C -2.2865 2.2698 0.1428
C 0.1368 -0.8922 -1.4258
C -0.8831 -0.0450 -0.6901
C 0.4510 -0.3718 -0.0522
C 1.3848 0.8234 0.0362
C 0.6770 -1.3537 1.0771
O -2.8515 2.4302 -0.8445
O -1.7867 2.2637 1.1771
I -2.5777 -1.3100 0.1257
H 0.0347 -1.9644 -1.5559
H 0.6267 -0.4256 -2.2811
H 1.2249 1.4906 -0.8110
H 2.4359 0.5111 0.0349
H 1.1965 1.3844 0.9524
H 0.2177 -0.9941 2.0022
H 1.7494 -1.4878 1.2655
H 0.2500 -2.3286 0.8469
*
```

For the HOMO-LUMO gap, the calculation gives 5.991 eV. For the maximum force, the calculation gives 1.58 eV/A. The calculation puts the energy relative to the best compared isomer or geometry (same formula, charge and spin) at 130.65 kJ/mol.

No. 6
Here is a structure of composition C31H47BrN2P2Ru in a non-equilibrium geometry from the Open Molecules 2025 dataset. Energies are from the ωB97M-V functional and the def2-TZVPD basis.

```
! wB97M-V def2-TZVPD RIJCOSX def2/J DEFGRID3
* xyz 4 5
N -5.6202 -1.7813 4.2910
C -4.8823 -0.8435 4.8888
C -4.2771 0.1957 4.1738
C -4.4548 0.2619 2.7727
C -5.2613 -0.7304 2.1656
C -5.8288 -1.7281 2.9761
C -3.7829 1.2742 1.9814
Ru -0.8545 0.9808 -3.2779
P 3.9667 -0.2707 -2.6283
C -3.9719 1.4097 0.6312
C -3.0557 2.1046 -0.2392
C -3.3929 2.2055 -1.6028
C -2.3350 2.3270 -2.5572
C -1.0373 2.3025 -1.9374
C -0.7213 2.6857 -0.6448
C -1.7926 2.5690 0.2447
Br 0.2217 -0.0077 -5.2444
H -3.1709 1.9944 2.5401
H -4.8812 1.0246 0.1593
H -3.6801 0.9380 4.6987
H -5.4548 -0.7400 1.0943
H -4.7562 -0.9217 5.9727
H -6.4594 -2.4965 2.5188
H -4.4300 2.1369 -1.9366
H -1.6894 2.8459 1.3004
H -2.5341 2.7667 -3.5433
H 0.3027 2.9612 -0.3965
P -0.8394 -0.8026 -2.0850
C 3.7247 1.3586 -1.7633
C 3.8899 2.6225 -2.6066
H 4.3599 1.4011 -0.8696
H 2.6847 1.3065 -1.3985
H 3.4458 3.4616 -2.0572
H 4.9418 2.8757 -2.7838
H 3.3694 2.5501 -3.5694
C 4.6992 0.1607 -4.2689
C 6.1006 0.7529 -4.2722
H 3.9850 0.8292 -4.7697
H 4.6900 -0.7865 -4.8282
H 6.4080 0.8990 -5.3175
H 6.1533 1.7404 -3.7927
H 6.8312 0.0894 -3.7953
C 5.3715 -1.0627 -1.7276
C 6.4566 -0.1770 -1.1299
H 5.8026 -1.7942 -2.4285
H 4.8729 -1.6345 -0.9288
H 6.8850 -0.7021 -0.2706
H 7.2751 0.0116 -1.8307
H 6.0878 0.7852 -0.7668
C 0.5191 -0.7839 -0.8571
C 1.0247 -2.1568 -0.4027
H 0.1746 -0.1836 -0.0003
H 1.3421 -0.2203 -1.3281
H 0.2251 -2.8970 -0.2827
H 1.7675 -2.5500 -1.1089
H 1.5230 -2.0492 0.5722
C -0.5764 -2.3205 -3.1001
C -1.7083 -2.4464 -4.1205
H -0.5126 -3.1923 -2.4344
H 0.3892 -2.2001 -3.6104
H -1.2997 -2.7598 -5.0863
H -2.4579 -3.1866 -3.8169
H -2.2285 -1.4922 -4.2789
C -2.4056 -1.1988 -1.1806
C -2.2739 -1.7259 0.2473
H -2.9658 -1.9075 -1.8090
H -2.9922 -0.2675 -1.1863
H -3.2663 -1.7488 0.7182
H -1.8757 -2.7499 0.2787
H -1.6307 -1.0803 0.8593
N -0.4336 0.4737 2.2170
C 0.0415 0.0321 3.4352
C 1.3502 0.3545 3.8492
C 1.7931 -0.0367 5.1123
C 0.9521 -0.7685 5.9661
C -0.3258 -1.1481 5.5274
C -0.7740 -0.7764 4.2584
H 0.0844 1.1932 1.7291
H -1.4418 0.5261 2.0830
H 1.9991 0.9192 3.1709
H 2.8015 0.2268 5.4400
H 1.2943 -1.0554 6.9624
H -0.9781 -1.7415 6.1725
H -1.7547 -1.0875 3.8906
*
```

For the HOMO-LUMO gap (spin up / spin down), the calculation gives 7.013 / 5.052 eV. For the maximum force, the calculation gives 4.02 eV/A. The calculation puts the energy relative to the best compared isomer or geometry (same formula, charge and spin) at 0.00 kJ/mol.

No. 7
Here is the ion C4H11BClN2O2 with charge +1 in a non-equilibrium geometry from the Open Molecules 2025 dataset. Energies are from the ωB97M-V functional and the def2-TZVPD basis.

```
! wB97M-V def2-TZVPD RIJCOSX def2/J DEFGRID3
* xyz 1 1
B -2.3331 0.3174 0.1387
C -0.3561 -0.9448 -0.9314
C 0.9749 -1.5238 -0.5394
C 1.6225 0.3438 1.1143
C 0.7066 1.4437 0.5733
N -1.0963 -0.4853 0.2194
N 2.0399 -0.4590 -0.0121
O -3.2140 -0.0939 -0.7356
O -2.4343 1.3438 1.0434
Cl 1.1544 2.1535 -0.9190
H -0.4269 -0.1241 -1.6979
H -0.8685 -1.7198 -1.3773
H 0.9648 -2.2882 0.1968
H 1.4879 -1.6869 -1.4660
H 2.6654 0.7557 1.6148
H 0.9737 -0.1727 1.7358
H 0.1907 2.0865 1.2677
H 2.8238 -1.0127 0.3304
H 2.3939 -0.0671 -0.8659
H -3.9346 0.4869 -0.7692
H -3.3346 1.6469 1.0794
*
```

For the HOMO-LUMO gap (spin up / spin down), the calculation gives 8.393 / 9.436 eV. For the maximum force, the calculation gives 5.11 eV/A. The calculation puts the energy relative to the best compared isomer or geometry (same formula, charge and spin) at 0.00 kJ/mol.

No. 8
Here is a structure of composition C31H38BrN2O8PSTeTi in a non-equilibrium geometry from the Open Molecules 2025 dataset. Energies are from the ωB97M-V functional and the def2-TZVPD basis.

```
! wB97M-V def2-TZVPD RIJCOSX def2/J DEFGRID3
* xyz 0 1
Ti -0.5535 0.3316 -0.1869
C 1.8741 0.9373 -1.3228
C 1.8918 0.6177 -2.6607
C 1.7216 -0.7934 -2.7976
C 1.5741 -1.3347 -1.5492
C 1.5831 -0.2689 -0.5701
H 2.1716 1.8826 -0.9018
H 2.0476 1.3145 -3.4732
H 1.6991 -1.3340 -3.7334
H 1.4585 -2.3837 -1.3223
H 1.9539 -0.4281 0.4360
Br -2.4937 1.4804 2.1531
C -1.7061 0.1036 3.2210
C -1.8198 0.2410 4.5748
C -1.4227 -0.8114 5.4157
C -1.0104 -1.9903 4.8674
C -0.8996 -2.1472 3.4670
C -0.5620 -3.4053 2.9144
C -0.4676 -3.5630 1.5652
C -0.6014 -2.4448 0.7199
C -0.9054 -1.1824 1.1874
C -1.1670 -1.0506 2.5920
H -2.2391 1.1445 4.9946
H -1.4912 -0.6893 6.4883
H -0.7693 -2.8355 5.5012
H -0.3938 -4.2394 3.5855
H -0.2475 -4.5301 1.1311
H -0.4579 -2.6067 -0.3371
C 4.3439 -1.4318 1.6740
C 3.8311 -0.3518 2.5840
C 4.6108 0.7660 2.8821
C 4.1218 1.7812 3.6876
C 2.8373 1.6761 4.1975
C 2.0599 0.5545 3.9579
C 2.5652 -0.4562 3.1577
S 2.1235 3.0565 5.0576
O 3.1004 3.6203 5.9398
O 0.8460 2.6376 5.5506
N 1.8296 4.2161 3.9081
C 0.9070 3.9009 2.8183
C 1.5909 3.3656 1.5459
C 0.5654 2.7129 0.6496
O 0.1237 3.2956 -0.3269
O 0.2177 1.5024 1.0072
H 5.2056 -1.0887 1.1038
H 3.5695 -1.7526 0.9760
H 4.6501 -2.3041 2.2559
H 5.6098 0.8435 2.4704
H 4.7186 2.6557 3.9174
H 1.0659 0.4966 4.3853
H 1.9618 -1.3368 2.9676
H 2.6566 4.7332 3.6361
H 0.3445 4.7993 2.5611
H 0.2035 3.1701 3.2218
H 2.3307 2.6126 1.8097
H 2.0747 4.1785 1.0052
C -1.2383 2.4753 -2.9859
C -2.1344 2.4236 -1.7895
N -3.1828 3.2511 -1.7812
O -1.9561 1.6785 -0.8140
H -1.8199 2.5434 -3.9038
H -0.5998 1.5984 -3.0046
H -0.6031 3.3574 -2.8892
H -3.3166 3.9279 -2.5095
H -3.7512 3.3010 -0.9525
C -2.0260 -0.5215 -5.1212
C -3.3354 -0.6000 -4.3503
O -3.1910 -0.2067 -2.9711
P -2.4308 -1.1688 -1.8919
O -1.0328 -0.5523 -1.7104
Te -2.5815 -3.4333 -2.3403
O -3.1905 -0.6626 -0.5543
C -4.5912 -0.9712 -0.4075
C -4.8936 -1.2569 1.0476
H -2.1595 -0.9418 -6.1180
H -1.2613 -1.0970 -4.5977
H -1.6835 0.5094 -5.2154
H -3.7274 -1.6177 -4.4011
H -4.0828 0.0772 -4.7646
H -4.8332 -1.8460 -1.0164
H -5.1714 -0.1214 -0.7755
H -4.2903 -2.0971 1.3933
H -5.9513 -1.5007 1.1498
H -4.6677 -0.3882 1.6654
*
```

For the HOMO-LUMO gap, the calculation gives 7.430 eV. For the maximum force, the calculation gives 1.73 eV/A. The calculation puts the energy relative to the best compared isomer or geometry (same formula, charge and spin) at 177.79 kJ/mol.